1.
Computed, not measured: a structure of composition C36H67N4O4S3SbSeSiTi, with ωB97M-V with the def2-TZVPD basis set.

The geometry in XYZ format:
```
118
C36H67N4O4S3SbSeSiTi ωB97M-V with the def2-TZVPD basis set
Ti -0.0533 -0.2233 -0.6843
C 2.7860 -3.6909 1.4682
C 1.3338 -3.2376 1.5322
C 0.7531 -3.4751 2.9191
C 0.5065 -3.9722 0.4874
O 1.2297 -1.8132 1.2186
Si 2.1030 -0.5320 1.8260
S 1.2912 1.1210 0.8380
O 1.8383 -0.5375 3.4306
C 2.5411 -0.0363 4.5866
C 3.9090 -0.6944 4.6893
C 1.6785 -0.4222 5.7789
C 2.6556 1.4774 4.4733
O 3.6652 -0.7691 1.4489
C 4.7568 -0.0942 0.7832
C 5.9910 -0.9326 1.0812
C 4.9188 1.3178 1.3240
C 4.4752 -0.0676 -0.7132
H 2.8353 -4.7632 1.6624
H 3.4036 -3.1789 2.2057
H 3.2149 -3.5069 0.4802
H 0.7519 -4.5432 3.1438
H -0.2772 -3.1157 2.9616
H 1.3307 -2.9583 3.6836
H 0.6261 -5.0491 0.6160
H 0.8224 -3.7119 -0.5220
H -0.5531 -3.7400 0.6005
H 3.8072 -1.7811 4.7142
H 4.4080 -0.3765 5.6060
H 4.5393 -0.4291 3.8431
H 1.5180 -1.5008 5.7993
H 0.7072 0.0738 5.7244
H 2.1569 -0.1265 6.7134
H 3.2067 1.7637 3.5761
H 3.1788 1.8897 5.3376
H 1.6651 1.9340 4.4232
H 6.1982 -0.9434 2.1519
H 6.8629 -0.5275 0.5659
H 5.8372 -1.9601 0.7481
H 5.1291 1.2967 2.3943
H 4.0249 1.9167 1.1423
H 5.7609 1.8056 0.8303
H 4.3739 -1.0904 -1.0920
H 5.2988 0.3966 -1.2584
H 3.5726 0.5068 -0.9307
N -0.8546 -1.4863 -4.0342
C -1.5736 -1.9856 -3.0160
N -1.4329 -1.5970 -1.7629
C -2.3384 -2.2534 -0.9430
C -3.1279 -3.1604 -1.5514
S -2.7726 -3.2062 -3.2395
C -2.3581 -1.8575 0.4622
C -3.0756 -2.4273 1.4484
S -2.8382 -1.5639 2.9239
C -1.7493 -0.4956 2.1197
N -1.5769 -0.7625 0.8320
N -1.1910 0.5396 2.7612
H -0.3652 -0.6041 -3.8583
H -1.1193 -1.7055 -4.9791
H -3.8985 -3.7780 -1.1221
H -3.7323 -3.2787 1.3916
H -1.1897 0.5225 3.7682
H -0.3685 0.9506 2.3162
C -3.6330 3.9108 -2.8107
C -2.4196 2.9884 -2.8892
C -2.4745 2.1446 -4.1607
Sb -2.1261 1.8287 -1.0971
C -4.0841 1.0037 -0.6752
C -4.6281 0.3334 -1.9378
C -5.1279 1.9282 -0.0569
C -1.6496 3.3615 0.3512
C -0.4673 4.1484 -0.2159
C -2.7350 4.3074 0.8482
H -3.6643 4.5512 -3.6968
H -3.6226 4.5616 -1.9384
H -4.5657 3.3441 -2.7958
H -1.5079 3.5909 -2.9143
H -3.3592 1.5063 -4.1823
H -1.5881 1.5211 -4.2764
H -2.5342 2.8036 -5.0312
H -3.8618 0.2190 0.0518
H -5.0172 1.0714 -2.6414
H -5.4549 -0.3346 -1.6810
H -3.8771 -0.2612 -2.4663
H -5.2654 2.8498 -0.6230
H -4.8756 2.1996 0.9671
H -6.0958 1.4183 -0.0263
H -1.2924 2.7702 1.1962
H -0.7874 4.8056 -1.0286
H 0.3239 3.5006 -0.5988
H -0.0341 4.7840 0.5609
H -3.1118 4.9539 0.0560
H -2.3107 4.9644 1.6133
H -3.5823 3.7934 1.2952
C 6.6490 1.5989 -4.9284
C 5.2448 1.4636 -4.4108
C 4.6170 2.4966 -3.7315
C 3.3268 2.3772 -3.2286
C 2.7472 3.5589 -2.4998
C 2.6183 1.1725 -3.4091
Se 0.7934 1.2294 -2.7318
C 3.2355 0.1192 -4.0996
C 2.5959 -1.2142 -4.3902
C 4.5296 0.2908 -4.5863
H 6.9434 2.6443 -5.0113
H 6.7519 1.1382 -5.9111
H 7.3596 1.1067 -4.2608
H 5.1434 3.4338 -3.5863
H 3.4804 4.3628 -2.4487
H 2.4549 3.2939 -1.4813
H 1.8521 3.9424 -2.9936
H 1.5120 -1.1573 -4.4788
H 2.8434 -1.9670 -3.6345
H 2.9770 -1.6184 -5.3272
H 4.9865 -0.5277 -5.1338
O 1.5602 -1.5209 -1.3665
H 2.2764 -1.5412 -0.7126
H 1.9257 -1.1198 -2.1693
```

## Properties
2S+1 = 2
max |F| = 0.014 Eh/bohr
HOMO-LUMO gap (spin up / spin down) = 7.4 / 7.6 eV
net charge = +1
energy above the lowest of the compared OMol25 structures with the same formula, charge and spin = 0.0 kcal/mol

Mulliken population analysis, charges in e, atoms 1 to 5: 2.539 -1.423 1.254 -1.347 -1.371



2.
Computed, not measured: the molecule C20H21ClN4O2S, with ωB97M-V with the def2-TZVPD basis set.

The geometry in XYZ format:
```
49
C20H21ClN4O2S ωB97M-V with the def2-TZVPD basis set
C 2.6429 -4.5251 4.0255
C 2.5301 -3.1932 3.3152
C 1.3835 -2.3926 3.3276
C 0.1132 -2.7794 4.0912
C 1.3309 -1.0685 2.6571
N 2.5072 -0.7959 1.8080
C 2.3116 -0.1890 0.5649
N 1.1458 0.2510 0.1160
C 1.2104 0.7830 -1.1661
C 0.0972 1.3922 -1.7844
C -1.2949 1.3967 -1.1611
N -1.7909 2.7578 -1.0347
N -2.7098 3.2440 -1.9614
C -3.0688 4.4256 -1.5163
C -3.9850 5.3914 -2.1646
O -4.3030 6.4094 -1.5877
O -4.4685 5.0449 -3.4256
C -2.3920 4.6807 -0.2397
C -1.6307 3.5936 0.0613
C -0.7506 3.4183 1.2786
C 0.2815 1.8713 -3.0796
C 1.5414 1.7854 -3.7283
Cl 1.8783 2.4256 -5.2964
C 2.6369 1.1767 -3.0547
C 2.4391 0.7307 -1.7566
S 3.5878 0.0365 -0.6561
C 3.8174 -1.2387 2.3374
C 3.7805 -2.7536 2.6044
H 2.5172 -4.3457 5.0891
H 1.9080 -5.2368 3.6212
H 3.6436 -4.9707 3.8502
H -0.1931 -1.9287 4.7011
H -0.7048 -3.0368 3.3776
H 0.3062 -3.6590 4.7136
H 1.2734 -0.3380 3.4415
H 0.4122 -1.0617 2.0582
H -1.9354 0.7888 -1.7590
H -1.3258 0.9048 -0.1659
H -5.0046 5.8183 -3.5938
H -2.5480 5.5566 0.3991
H -1.0614 2.5302 1.8516
H 0.2804 3.2718 0.9705
H -0.7457 4.2976 1.9463
H -0.5398 2.3424 -3.5953
H 3.6174 1.1930 -3.4134
H 4.0030 -0.6930 3.2910
H 4.6412 -1.0754 1.6516
H 4.6166 -3.0187 3.2644
H 3.9278 -3.2881 1.6566
```

## Properties
max |F| = 0.074 Eh/bohr
HOMO-LUMO gap = 8.4 eV
energy above the lowest of the compared OMol25 structures with the same formula, charge and spin = 14.8 kcal/mol
SMILES string = CC1=C(C)CN(c2nc3c(Cn4nc(C(=O)O)cc4C)cc(Cl)cc3s2)CC1

Mulliken population analysis, charges in e, atoms 1 to 5: -1.933 0.950 0.720 -1.721 -0.775



3.
Computed, not measured: a cluster of 2 separate species, C5H14O in total, with ωB97M-V with the def2-TZVPD basis set.

The geometry in XYZ format:
```
20
C5H14O ωB97M-V with the def2-TZVPD basis set
C -1.2784 1.4746 1.2411
C -1.5468 2.9618 1.0290
H -1.2508 0.9553 0.2858
H -0.3054 1.3107 1.7151
H -1.9953 1.0734 1.9785
H -1.1163 3.5717 1.8120
H -2.6000 3.1787 0.9216
H -1.0746 3.3238 0.1000
C 0.3992 -1.0726 -0.5695
C 0.7123 -1.8849 -1.8619
C 0.7005 -1.7097 0.7905
O 1.1667 0.0669 -0.6360
H -0.6705 -0.7230 -0.5971
H 1.6862 -2.3265 -1.7189
H 0.7820 -2.7908 0.6734
H 1.6506 -1.3552 1.1800
H -0.0599 -1.4453 1.5172
H 1.3587 0.3220 -1.5651
H 0.6151 -1.2432 -2.7305
H -0.0581 -2.6484 -1.9873
```

## Properties
2S+1 = 2
max |F| = 0.039 Eh/bohr
HOMO-LUMO gap (spin up / spin down) = 11.6 / 5.2 eV
net charge = +1
energy above the lowest of the compared OMol25 structures with the same formula, charge and spin = 6.2 kcal/mol

Mulliken population analysis, charges in e, atoms 1 to 5: -0.414 -1.047 -0.093 0.281 0.357



4.
Computed, not measured: a cluster of 9 separate species, C4H22NO11 in total, with ωB97M-V with the def2-TZVPD basis set.

The geometry in XYZ format:
```
38
C4H22NO11 ωB97M-V with the def2-TZVPD basis set
O -0.8349 -1.7459 -2.5870
C -0.9050 -1.1180 -1.5392
N 0.2513 -0.7519 -0.7575
C 1.7156 -1.3100 -0.8469
O 2.0643 -1.6633 0.2817
O 2.2562 -1.2190 -1.9231
C -2.1200 -0.4090 -0.9249
C -2.5717 0.6625 -2.0444
H 0.0914 -0.4251 0.1890
H -2.9372 -1.2368 -0.7111
H -1.7094 0.0501 -0.0221
H -1.9060 1.4742 -2.1152
H -3.5082 1.2142 -1.6203
H -2.6003 0.2050 -3.0555
H 0.7340 2.8618 0.4113
H -0.6315 3.3404 0.9090
O 0.3063 3.6170 0.7449
H 1.5760 -0.3594 -3.1351
H 0.1646 0.3302 -3.0947
O 1.0616 0.5635 -3.1663
H -2.2241 -0.6342 2.8137
H -1.3722 0.6114 2.4305
O -2.1469 0.1481 2.3921
H 0.9637 -1.8538 1.6638
H -0.3115 -2.7134 2.0490
O 0.0904 -1.8813 2.0840
H 1.9307 -0.2480 1.3864
H 2.7323 1.0731 2.0634
O 2.0157 0.4056 2.1920
H 1.3138 -3.7491 0.2666
H -0.1801 -3.3703 0.0523
O 0.4480 -3.9560 0.4969
H 1.4083 1.8391 -1.6644
H 2.5878 2.6794 -1.4482
O 1.6626 2.6198 -1.2531
H 0.0218 2.4522 3.1005
H 0.7203 1.0000 3.0895
O -0.1574 1.4968 3.2924
```

## Properties
max |F| = 0.120 Eh/bohr
HOMO-LUMO gap = 9.5 eV
net charge = -1
energy above the lowest of the compared OMol25 structures with the same formula, charge and spin = 49.2 kcal/mol

Mulliken population analysis, charges in e, atoms 1 to 5: -0.624 0.122 0.518 0.479 -0.886